DFT (ωB97M-V/def2-TZVPD) results for one molecule with the formula C5H11NO.

CARTESIAN COORDINATES (ANGSTROEM)
C -1.16722 -1.65626 1.71963
C -0.91041 -0.92473 0.38501
C 0.59635 -0.98216 0.06703
N 1.04142 0.21327 -0.70364
C 0.20537 1.36947 -0.93573
C 1.00446 2.52892 -1.51295
O 1.20742 3.55268 -0.91568
H -2.25913 -1.81472 1.81325
H -0.75662 -2.66887 1.73055
H -0.99381 -0.98008 2.56031
H -1.41999 -1.42268 -0.44985
H -1.37067 0.05724 0.44601
H 1.12860 -1.04082 1.01483
H 0.83090 -1.83837 -0.56213
H 1.95272 0.47063 -0.37467
H -0.40080 1.16349 -1.84098
H -0.39405 1.73765 -0.10582
H 1.70548 2.23534 -2.33517

Cartesian forces (eV/Å) of the 6 atoms listed first:
C -2.043 0.273 -0.763
C 0.186 -1.397 0.086
C -0.923 1.767 -0.558
N 0.754 -0.113 0.080
C -0.450 0.235 -1.502
C 2.308 -1.186 1.643

Summary:
Spin multiplicity: 1
Relative energy (zero: lowest compared OMol25 entry of this formula, charge and spin) in kcal per mole: 52.6
Highest occupied orbital energy in eV: -8.89
Kohn-Sham gap in eV: 9.87
LUMO level in eV: 0.98
Total charge: 0
Strongest force on any atom in eV/Å: 3.1

DFT (ωB97M-V/def2-TZVPD) results for one molecule with the formula C5H11NO.

CARTESIAN COORDINATES (ANGSTROEM)
C 2.82969 0.11196 -0.08951
N 1.44025 -0.10956 -0.42890
C 0.42844 0.53928 0.21824
O 0.64207 1.35042 1.10647
C -0.99035 0.19803 -0.25800
C -1.23556 -1.31299 -0.35741
C -2.01806 0.85804 0.66014
H 3.37814 0.57928 -0.91512
H 3.32564 -0.82713 0.17929
H 2.84241 0.78218 0.77109
H 1.21668 -0.74832 -1.17407
H -1.08918 0.63032 -1.26455
H -1.02376 -1.80255 0.59879
H -0.62963 -1.80463 -1.12627
H -2.28387 -1.50627 -0.60724
H -3.02282 0.74493 0.23965
H -2.00510 0.39620 1.65396
H -1.80498 1.92080 0.79342

Cartesian forces (eV/Å) of the 6 atoms listed first:
C 0.123 0.030 0.048
N -0.140 0.019 0.004
C 0.045 0.077 0.052
O -0.077 -0.275 -0.235
C 0.003 0.054 0.035
C -0.004 -0.084 -0.005

Summary:
Spin multiplicity: 1
Relative energy (zero: lowest compared OMol25 entry of this formula, charge and spin) in kcal per mole: 3.0
Highest occupied orbital energy in eV: -9.58
Kohn-Sham gap in eV: 10.45
LUMO level in eV: 0.87
Total charge: 0
Strongest force on any atom in eV/Å: 0.4

DFT (ωB97M-V/def2-TZVPD) results for one molecule with the formula C5H11NO.

CARTESIAN COORDINATES (ANGSTROEM)
C 0.57115 -1.96850 -0.53113
C -0.17384 -0.68295 -0.16663
C -0.47244 0.11649 -1.44674
C 0.76219 0.15844 0.71036
C 0.26969 1.42178 1.37095
N -1.04913 1.76873 1.19608
O 0.95739 2.07922 2.11231
H 1.55424 -1.76904 -0.94358
H 0.07119 -2.43105 -1.39547
H 0.62525 -2.73180 0.24638
H -1.11691 -0.94515 0.32067
H -0.45889 1.18947 -1.23477
H 0.38542 0.11307 -2.13946
H -1.32092 -0.18945 -2.06665
H 1.65964 0.45762 0.17919
H 0.97489 -0.47784 1.59181
H -1.58182 2.42909 1.73748
H -1.65709 1.46188 0.45918

Cartesian forces (eV/Å) of the 6 atoms listed first:
C -0.718 -0.519 -1.005
C 0.607 0.413 -0.935
C 0.941 0.547 -0.632
C -0.839 -0.540 0.961
C -1.468 0.632 0.218
N -1.312 -0.147 -0.521

Summary:
Spin multiplicity: 1
Relative energy (zero: lowest compared OMol25 entry of this formula, charge and spin) in kcal per mole: 10.4
Highest occupied orbital energy in eV: -9.68
Kohn-Sham gap in eV: 10.58
LUMO level in eV: 0.90
Total charge: 0
Strongest force on any atom in eV/Å: 1.6

DFT (ωB97M-V/def2-TZVPD) results for one molecule with the formula C5H11NO.

CARTESIAN COORDINATES (ANGSTROEM)
C 1.23752 1.07255 0.82095
C 1.14925 0.58213 -0.61304
O 2.17789 -0.38200 -0.79807
C -0.21591 0.00119 -1.01401
N -1.38606 0.74679 -0.73793
C -1.03643 -0.90217 -0.18864
C -1.34152 -0.94242 1.26858
H 0.39725 1.72673 1.03745
H 2.16711 1.62286 0.95522
H 1.25767 0.22538 1.50262
H 1.29658 1.43828 -1.29142
H 2.21145 -0.63739 -1.72606
H -0.14974 -0.43386 -2.02887
H -2.14793 0.60449 -1.39617
H -1.27844 -1.83808 -0.69859
H -1.26666 0.05267 1.70436
H -2.37274 -1.27326 1.42877
H -0.69928 -1.66388 1.77484

Cartesian forces (eV/Å) of the 6 atoms listed first:
C 0.146 -0.105 -0.353
C -0.549 0.366 -0.164
O -0.067 -0.045 -0.010
C 1.776 -0.763 -0.187
N -1.273 -2.433 0.869
C -0.480 1.853 -0.337

Summary:
Spin multiplicity: 1
Relative energy (zero: lowest compared OMol25 entry of this formula, charge and spin) in kcal per mole: 68.0
Highest occupied orbital energy in eV: -9.17
Kohn-Sham gap in eV: 10.01
LUMO level in eV: 0.84
Total charge: 0
Strongest force on any atom in eV/Å: 2.9

DFT (ωB97M-V/def2-TZVPD) results for one molecule with the formula C5H11NO.

CARTESIAN COORDINATES (ANGSTROEM)
C -0.92409 -1.13112 -1.00820
C -0.66118 0.21615 -0.33791
C -1.48234 0.39656 0.93314
N 0.77233 0.39908 -0.08648
C 1.37900 -0.06830 1.14008
C 1.54187 0.83154 -1.11739
O 1.12608 1.14417 -2.21735
H -0.71392 -1.96345 -0.32551
H -1.97322 -1.20227 -1.31386
H -0.29772 -1.23030 -1.89904
H -0.92437 1.00222 -1.05209
H -1.27793 1.36309 1.40469
H -2.54760 0.35429 0.68626
H -1.28790 -0.39787 1.66321
H 1.13575 0.58183 1.98813
H 1.05405 -1.08851 1.37108
H 2.46697 -0.08283 1.02486
H 2.61422 0.87573 -0.85364

Cartesian forces (eV/Å) of the 6 atoms listed first:
C -0.006 -0.047 -0.017
C -0.124 0.031 -0.035
C -0.036 0.013 0.052
N 0.110 0.061 -0.219
C 0.059 -0.056 0.128
C -0.076 -0.004 -0.044

Summary:
Spin multiplicity: 1
Relative energy (zero: lowest compared OMol25 entry of this formula, charge and spin) in kcal per mole: 10.3
Highest occupied orbital energy in eV: -9.28
Kohn-Sham gap in eV: 10.16
LUMO level in eV: 0.88
Total charge: 0
Strongest force on any atom in eV/Å: 0.3

DFT (ωB97M-V/def2-TZVPD) results for a 2-piece molecular cluster, C5H11NO overall.

CARTESIAN COORDINATES (ANGSTROEM)
C 0.72481 -2.32889 -0.99960
C 0.61016 -1.27156 -0.06790
N 1.55517 -1.29039 0.88180
C -0.43311 -0.17810 0.08393
C -1.34104 -0.19712 1.08281
C -2.84518 0.13791 0.95511
H 0.84289 -3.35745 -0.79289
H 0.42385 -2.11340 -2.09264
H 2.48885 -1.62355 0.87225
H 1.45101 -0.81922 1.83828
H -0.43388 0.71276 -0.47877
H -1.06557 -0.60264 2.02842
H -3.33365 0.32380 1.99349
H -2.83565 1.12306 0.41628
H -3.40744 -0.67453 0.61301
O 2.33631 4.33327 -2.02893
H 3.10030 4.03795 -1.55354
H 2.16218 3.78809 -2.75109

Cartesian forces (eV/Å) of the 6 atoms listed first:
C -2.156 3.867 -1.885
C 0.975 -1.612 -1.279
N 0.430 1.618 5.180
C -0.165 -0.804 0.727
C -0.802 -0.697 -0.352
C 1.921 3.659 2.847

Summary:
Spin multiplicity: 1
Relative energy (zero: lowest compared OMol25 entry of this formula, charge and spin) in kcal per mole: 109.6
Highest occupied orbital energy in eV: -7.50
Kohn-Sham gap in eV: 8.27
LUMO level in eV: 0.78
Total charge: 0
Strongest force on any atom in eV/Å: 5.4

DFT (ωB97M-V/def2-TZVPD) results for C5H11NO as an isolated structure.

CARTESIAN COORDINATES (ANGSTROEM)
C -0.19715 -0.07006 -1.61820
C 0.10942 0.78541 -0.38096
C 1.47239 1.46470 -0.63005
C 0.24698 0.01960 0.92636
C -1.14032 -0.51543 1.26003
H 0.45964 -1.11594 -1.71621
H -0.21604 0.29711 -2.48874
H -1.22769 -0.78162 -1.35094
H -0.53675 1.43140 -0.18501
H 1.71635 2.25108 0.44375
H 1.55438 2.23774 -1.42798
H 2.21133 0.70383 -0.68936
H 1.06256 -1.11745 0.82895
H 0.70163 0.58047 1.79171
H -2.35307 -2.06200 1.39673
H -0.55152 -2.37278 0.87813
N -1.40193 -1.88715 1.17018
O -1.91019 0.15110 1.79161

Cartesian forces (eV/Å) of the 6 atoms listed first:
C -1.734 -8.781 8.187
C 7.735 -5.037 -2.272
C -0.256 3.888 3.279
C 2.009 -4.355 -0.229
C 3.867 -4.514 -0.099
H -0.761 3.006 0.490

Summary:
Spin multiplicity: 1
Relative energy (zero: lowest compared OMol25 entry of this formula, charge and spin) in kcal per mole: 99.9
Highest occupied orbital energy in eV: -9.69
Kohn-Sham gap in eV: 10.55
LUMO level in eV: 0.86
Total charge: 0
Strongest force on any atom in eV/Å: 12.1

DFT (ωB97M-V/def2-TZVPD) results for a 2-piece molecular cluster, C5H11NO overall.

CARTESIAN COORDINATES (ANGSTROEM)
C 3.20611 0.85906 0.13773
C 1.69980 0.64455 0.25249
N 1.26430 -0.45758 0.01884
O 2.29139 -1.38564 -0.34011
H 3.68029 1.80574 0.43303
H 3.29190 0.64473 -0.83889
H 3.66566 0.07963 0.76617
H 0.93491 1.36359 0.51346
H 1.68698 -2.11615 -0.58406
C -3.20422 0.82148 -0.53983
C -2.92500 -0.37192 -0.06947
C -1.54289 -0.87474 0.28684
H -2.46995 1.59264 -0.53391
H -4.21733 1.31229 -0.55330
H -3.65266 -1.10018 0.09247
H -0.93863 -0.08798 -0.15606
H -1.27382 -1.83841 -0.18181
H -1.49683 -0.89110 1.29643

Cartesian forces (eV/Å) of the 6 atoms listed first:
C -0.904 0.857 3.905
C 2.550 4.088 1.441
N -1.186 -4.498 -1.125
O -1.539 -0.534 -0.128
H -0.779 -0.073 -0.280
H 1.500 -0.676 -3.542

Summary:
Spin multiplicity: 1
Relative energy (zero: lowest compared OMol25 entry of this formula, charge and spin) in kcal per mole: 105.2
Highest occupied orbital energy in eV: -9.61
Kohn-Sham gap in eV: 10.50
LUMO level in eV: 0.88
Total charge: 0
Strongest force on any atom in eV/Å: 5.0

DFT (ωB97M-V/def2-TZVPD) results for C5H11NO as an isolated structure.

CARTESIAN COORDINATES (ANGSTROEM)
C -1.78220 0.60642 -1.19424
C -1.39093 -0.78951 0.75391
N -0.11877 -0.45570 0.88720
C 0.42457 0.85537 1.18698
C 0.69557 0.13300 -0.09009
C 2.02272 -0.39651 -0.53426
O 2.91370 -0.70655 0.52763
H -2.54126 1.08799 -0.57142
H -2.23902 -0.24405 -1.70892
H -1.49954 1.33709 -1.96276
H -2.09929 -0.45845 1.50968
H -1.63274 -1.67510 0.17316
H -0.28738 1.68534 1.15250
H 1.15092 0.87138 1.99819
H -0.48768 0.44092 -0.86144
H 1.86480 -1.26878 -1.18743
H 2.52229 0.37148 -1.13164
H 2.48423 -1.39431 1.05294

Cartesian forces (eV/Å) of the 6 atoms listed first:
C -0.232 0.105 -0.124
C 0.144 -0.055 0.111
N -0.183 -0.119 -0.099
C -0.044 0.190 0.197
C 0.164 -0.119 -0.055
C -0.208 0.132 -0.264

Summary:
Spin multiplicity: 1
Relative energy (zero: lowest compared OMol25 entry of this formula, charge and spin) in kcal per mole: 145.0
Highest occupied orbital energy (alpha / beta) in eV: -7.65 / -7.65
Kohn-Sham gap (alpha / beta) in eV: 8.09 / 8.09
LUMO level (alpha / beta) in eV: 0.44 / 0.44
Total charge: 0
Strongest force on any atom in eV/Å: 0.4

DFT (ωB97M-V/def2-TZVPD) results for one molecule with the formula C5H11NO.

CARTESIAN COORDINATES (ANGSTROEM)
C -1.83211 0.36337 -0.93540
C -1.46287 -0.48142 0.28210
N -0.01256 -0.44190 0.49220
C 0.43530 0.27990 1.66708
C 0.74573 -0.58249 -0.64305
C 2.13103 0.02369 -0.69547
O 0.31564 -1.17885 -1.61969
H -2.89671 0.60927 -0.94033
H -1.57838 -0.12737 -1.87308
H -1.19304 1.25789 -0.89076
H -1.82793 -1.51231 0.21368
H -1.91492 -0.03416 1.17443
H -0.10797 -0.09364 2.54042
H 1.49705 0.11129 1.85301
H 0.25235 1.36220 1.58874
H 2.32350 0.27629 -1.74111
H 2.84806 -0.74375 -0.39632
H 2.27783 0.91198 -0.07645

Cartesian forces (eV/Å) of the 6 atoms listed first:
C -0.058 0.057 -0.057
C -0.160 0.012 -0.002
N 0.112 0.020 -0.268
C 0.111 0.056 0.107
C 0.059 -0.137 -0.040
C 0.135 -0.018 0.019

Summary:
Spin multiplicity: 1
Relative energy (zero: lowest compared OMol25 entry of this formula, charge and spin) in kcal per mole: 15.2
Highest occupied orbital energy in eV: -9.19
Kohn-Sham gap in eV: 10.10
LUMO level in eV: 0.91
Total charge: 0
Strongest force on any atom in eV/Å: 0.6

DFT (ωB97M-V/def2-TZVPD) results for one molecule with the formula C5H11NO.

CARTESIAN COORDINATES (ANGSTROEM)
C 1.99944 -1.51786 1.03416
C 1.25963 -0.22610 0.65448
O 1.85640 0.79639 0.49418
N -0.09214 -0.41611 0.18411
C -0.92149 0.53771 -0.62215
C -2.03411 1.22660 0.19245
C -1.55740 -0.24415 -1.77288
H 1.51937 -2.22193 1.80198
H 1.87122 -2.33398 0.13211
H 2.99272 -1.13622 1.22290
H -0.70527 -1.09851 0.53863
H -0.34302 1.42114 -1.06828
H -2.32538 0.83264 1.17080
H -1.56468 2.15466 0.60851
H -2.90156 1.41908 -0.37079
H -1.16412 -1.27034 -1.85263
H -1.47214 0.13204 -2.72896
H -2.58980 -0.01417 -1.61288

Cartesian forces (eV/Å) of the 6 atoms listed first:
C -2.111 -2.523 -1.251
C -2.590 -1.993 -1.506
O 0.263 0.910 0.110
N 1.568 2.423 -0.387
C 1.107 0.940 -0.249
C 2.257 1.183 2.240

Summary:
Spin multiplicity: 1
Relative energy (zero: lowest compared OMol25 entry of this formula, charge and spin) in kcal per mole: 45.3
Highest occupied orbital energy in eV: -9.43
Kohn-Sham gap in eV: 10.30
LUMO level in eV: 0.87
Total charge: 0
Strongest force on any atom in eV/Å: 3.6

DFT (ωB97M-V/def2-TZVPD) results for one molecule with the formula C5H11NO.

CARTESIAN COORDINATES (ANGSTROEM)
C -2.30201 0.71805 0.17910
C -0.94727 0.55878 0.82680
C 0.29469 0.26011 0.31046
C 1.55297 1.02745 0.58715
C 0.29180 -1.00694 -0.43845
N 1.13495 -1.10769 -1.58091
O 0.53456 -2.13051 0.37493
H -2.53008 1.77751 0.01878
H -3.07121 0.32101 0.84921
H -2.37616 0.19098 -0.77358
H -0.92897 1.14583 1.75430
H 1.82644 1.66875 -0.25858
H 1.42310 1.66919 1.46618
H 2.39274 0.35799 0.79593
H -0.94244 -0.98488 -0.48277
H 1.14641 -0.24703 -2.11625
H 2.08722 -1.32597 -1.30056
H 0.41324 -2.89263 -0.21177

Cartesian forces (eV/Å) of the 6 atoms listed first:
C -0.139 -1.400 0.223
C 1.568 2.176 0.307
C -1.223 0.006 1.329
C 0.067 -0.408 0.954
C -3.467 0.431 0.001
N -0.072 -0.089 -1.040

Summary:
Spin multiplicity: 1
Relative energy (zero: lowest compared OMol25 entry of this formula, charge and spin) in kcal per mole: 69.7
Highest occupied orbital energy in eV: -8.37
Kohn-Sham gap in eV: 9.34
LUMO level in eV: 0.96
Total charge: 0
Strongest force on any atom in eV/Å: 3.5

DFT (ωB97M-V/def2-TZVPD) results for one molecule with the formula C5H11NO.

CARTESIAN COORDINATES (ANGSTROEM)
C -1.79079 -0.64645 -1.31019
C 0.42546 1.89936 -0.30668
C -0.10258 0.50883 0.00579
N -0.41565 -0.24124 -1.17411
H -0.94566 0.56324 0.70765
H -2.33739 0.22547 -1.70127
H -1.88039 -1.44887 -2.04187
H -2.26127 -0.94492 -0.36674
H 0.80265 2.34463 0.61888
H 1.24046 1.84572 -1.03047
H -0.35541 2.54556 -0.71217
C 1.01629 -0.38734 0.67365
C 1.09712 -0.61336 2.03104
O 0.30905 -1.70591 -0.14086
H 0.97803 -2.27857 -0.56196
H 1.96198 -0.26112 0.15154
H 2.05451 -0.66865 2.52917
H 0.20357 -0.73638 2.62860

Cartesian forces (eV/Å) of the 6 atoms listed first:
C 0.094 0.315 0.026
C -0.010 -0.042 0.165
C 0.208 -0.204 0.054
N -0.553 1.522 -0.956
H -0.017 0.008 0.043
H -0.080 -0.120 0.021

Summary:
Spin multiplicity: 1
Relative energy (zero: lowest compared OMol25 entry of this formula, charge and spin) in kcal per mole: 140.2
Highest occupied orbital energy (alpha / beta) in eV: -7.27 / -8.63
Kohn-Sham gap (alpha / beta) in eV: 6.48 / 9.60
LUMO level (alpha / beta) in eV: -0.78 / 0.98
Total charge: 0
Strongest force on any atom in eV/Å: 3.0

DFT (ωB97M-V/def2-TZVPD) results for one molecule with the formula C5H11NO.

CARTESIAN COORDINATES (ANGSTROEM)
C -2.66897 1.11059 0.44000
N -1.55717 0.49977 0.61813
C -1.07046 -0.33389 -0.41235
C -0.00308 -1.43567 -0.00214
C 1.17597 -0.73421 0.74490
C 1.76662 0.60040 0.11501
O 1.90458 0.36379 -1.25992
H -3.15974 1.65586 1.20428
H -3.15823 1.00212 -0.46948
H -1.94710 -0.79098 -0.83952
H -0.45870 0.35592 -1.12003
H -0.44383 -2.11085 0.62829
H 0.40187 -2.00563 -0.89294
H 0.92757 -0.52866 1.77725
H 1.97047 -1.52284 0.62777
H 0.97675 1.47871 0.48717
H 2.67058 0.95674 0.53869
H 2.68345 -0.14249 -1.50162

Cartesian forces (eV/Å) of the 6 atoms listed first:
C 2.535 -1.571 0.773
N -1.144 1.315 2.056
C 2.273 -0.061 -1.883
C 0.751 3.506 -1.750
C 1.473 -0.471 -0.966
C -3.453 -0.414 1.491

Summary:
Spin multiplicity: 1
Relative energy (zero: lowest compared OMol25 entry of this formula, charge and spin) in kcal per mole: 70.0
Highest occupied orbital energy in eV: -9.24
Kohn-Sham gap in eV: 10.19
LUMO level in eV: 0.95
Total charge: 0
Strongest force on any atom in eV/Å: 4.0